(1)
55
Properties=species:S:1:pos:R:3:forces:R:3 method="wB97M-V/def2-TZVPD" de_lowest_kj_mol=93.7 smiles="O=C(COc1ccc(S(=O)(=O)NC2CCCCC2)cc1)NC[C@H]1CCCO1" total_charge=0 fmax_ev_per_a=0.9 total_energy_ev=-44210.8047
O -3.522 -0.775 -3.574 -0.14 -0.33 -0.13
C -2.928 0.282 -3.544 0.41 0.25 -0.21
N -3.165 1.267 -2.667 0.03 0.43 0.28
H -2.605 2.108 -2.682 0.05 -0.13 -0.11
C -4.113 1.168 -1.586 -0.09 0.14 0.38
H -4.484 0.142 -1.556 -0.01 0.12 0.03
C -3.444 1.550 -0.265 -0.26 -0.47 -0.10
C -2.237 0.660 0.117 -0.09 0.14 -0.01
H -2.454 0.095 1.021 -0.02 -0.05 0.01
C -1.091 1.656 0.338 -0.14 0.20 -0.05
H -0.424 1.672 -0.524 0.01 0.00 0.03
H -0.507 1.437 1.228 0.09 -0.02 0.05
C -1.832 2.992 0.456 0.37 -0.04 0.26
H -2.165 3.158 1.491 0.03 0.04 -0.06
H -1.249 3.851 0.125 -0.01 -0.01 0.07
O -2.946 2.873 -0.398 -0.16 0.02 -0.31
H -2.004 -0.044 -0.681 0.00 -0.06 0.00
H -4.201 1.524 0.534 0.07 0.02 -0.11
H -4.949 1.851 -1.766 -0.01 -0.14 0.03
C -1.811 0.632 -4.541 -0.21 -0.29 -0.16
H -2.197 1.355 -5.265 0.05 -0.12 0.07
O -0.713 1.273 -3.923 0.16 0.19 0.03
C 0.092 0.538 -3.111 0.32 -0.02 0.22
C -0.127 -0.797 -2.774 -0.14 0.08 -0.13
C 0.777 -1.449 -1.951 0.01 0.00 -0.01
C 1.878 -0.780 -1.460 0.52 -0.32 0.37
C 2.098 0.549 -1.776 0.01 0.10 -0.02
C 1.208 1.209 -2.599 -0.19 -0.08 -0.16
H 1.358 2.241 -2.874 0.03 0.12 -0.02
H 2.974 1.038 -1.380 0.09 0.13 0.00
S 3.046 -1.664 -0.425 -0.26 -0.36 0.00
O 3.280 -2.957 -0.994 -0.31 -0.02 -0.03
O 4.159 -0.801 -0.165 -0.24 0.27 0.02
N 2.236 -1.936 0.999 0.47 -0.12 -0.69
H 1.564 -2.677 0.877 -0.10 -0.25 -0.10
C 1.739 -0.778 1.721 -0.08 0.91 0.21
C 0.550 -1.165 2.602 0.18 -0.27 -0.19
C 0.973 -2.132 3.706 -0.12 0.24 0.16
C 2.084 -1.517 4.551 0.14 -0.28 -0.12
C 3.278 -1.168 3.670 -0.12 0.27 0.13
C 2.870 -0.192 2.571 0.07 -0.17 -0.03
H 3.719 0.012 1.921 -0.04 0.15 0.09
H 2.527 0.747 3.011 -0.01 0.08 0.00
H 4.074 -0.727 4.272 0.07 -0.06 -0.03
H 3.665 -2.074 3.203 0.10 -0.06 0.05
H 2.386 -2.219 5.330 -0.03 0.04 0.08
H 1.712 -0.613 5.040 -0.03 0.04 0.08
H 1.337 -3.058 3.259 -0.03 -0.14 0.04
H 0.110 -2.372 4.331 0.00 -0.10 -0.05
H -0.235 -1.611 1.986 -0.10 0.06 -0.04
H 0.146 -0.257 3.055 -0.03 0.05 -0.06
H 1.411 -0.018 0.990 -0.04 -0.08 0.20
H 0.639 -2.491 -1.705 -0.10 -0.15 -0.03
H -0.983 -1.336 -3.145 -0.11 -0.06 -0.06
H -1.504 -0.273 -5.076 -0.08 0.08 0.14

(2)
56
Properties=species:S:1:pos:R:3:forces:R:3 method="wB97M-V/def2-TZVPD" de_lowest_kj_mol=0.0 smiles="CCOC(=O)c1c(C)[nH]c(C(=O)COC(=O)CSCC(=O)N(CC)CC)c1C" total_charge=0 fmax_ev_per_a=1.1 total_energy_ev=-46259.6930
C 6.516 4.366 -0.101 -0.31 -0.34 -0.09
C 6.065 3.059 -0.727 0.53 -0.01 -0.22
H 6.690 2.221 -0.394 -0.10 0.12 -0.10
H 6.117 3.101 -1.821 0.02 -0.05 0.18
O 4.718 2.816 -0.335 -0.22 0.15 0.19
C 4.157 1.693 -0.813 0.11 -0.29 -0.23
O 4.761 0.928 -1.537 0.05 0.11 0.04
C 2.780 1.514 -0.365 -0.35 -0.13 0.08
C 1.976 0.413 -0.691 0.22 0.17 -0.01
N 0.781 0.586 -0.122 0.15 -0.14 -0.05
C 0.755 1.764 0.595 1.00 0.50 0.03
C 2.008 2.368 0.459 -0.47 -0.27 0.03
C 2.419 3.664 1.051 -0.13 0.24 0.10
H 1.579 4.121 1.565 0.07 0.04 0.02
H 2.791 4.332 0.276 0.05 0.06 0.02
H 3.230 3.508 1.760 0.06 0.07 0.05
C -0.410 2.251 1.278 -0.59 -0.08 -0.12
O -0.425 3.185 2.061 -0.09 -0.14 0.00
C -1.721 1.517 0.965 -0.29 0.11 0.64
H -2.563 2.099 1.352 0.21 -0.06 -0.05
H -1.728 0.528 1.440 0.01 0.10 -0.08
O -1.841 1.360 -0.448 0.23 0.31 -0.08
C -2.814 0.591 -0.904 -0.34 -0.01 -0.40
O -3.674 0.077 -0.232 -0.03 0.08 0.11
C -2.674 0.385 -2.392 0.15 -0.42 0.09
H -2.216 1.249 -2.866 -0.03 0.01 -0.03
H -3.631 0.137 -2.851 0.02 0.14 0.13
S -1.514 -1.000 -2.657 -0.22 -0.10 -0.19
C -2.381 -2.296 -1.721 0.35 0.60 -0.29
C -2.062 -2.209 -0.234 -0.22 -0.30 -0.14
O -1.137 -1.517 0.169 0.36 0.08 0.27
N -2.809 -2.952 0.594 0.15 -0.01 0.22
C -3.957 -3.738 0.192 -0.37 0.08 -0.19
C -5.250 -2.925 0.266 0.17 -0.15 -0.05
H -5.519 -2.726 1.300 -0.05 0.04 0.10
H -5.125 -1.966 -0.230 -0.02 0.06 -0.07
H -6.063 -3.471 -0.203 -0.14 -0.06 0.00
H -4.021 -4.599 0.862 0.07 -0.01 -0.13
H -3.804 -4.120 -0.818 0.00 -0.05 0.11
C -2.525 -2.897 2.020 0.29 0.03 0.21
C -1.609 -4.038 2.452 -0.15 0.20 -0.06
H -0.661 -3.972 1.925 0.09 0.00 -0.03
H -1.420 -3.973 3.520 0.05 -0.06 0.13
H -2.061 -5.004 2.238 -0.02 -0.12 0.01
H -3.471 -2.935 2.562 -0.01 0.04 -0.04
H -2.039 -1.942 2.228 -0.17 -0.10 0.02
H -3.445 -2.197 -1.925 -0.04 -0.17 0.05
H -2.012 -3.243 -2.118 -0.11 -0.04 0.01
H 0.042 -0.109 -0.152 -0.05 -0.09 -0.11
C 2.277 -0.788 -1.505 0.05 -0.14 -0.10
H 2.202 -1.684 -0.890 0.00 -0.10 0.01
H 1.555 -0.878 -2.317 -0.02 -0.04 -0.04
H 3.280 -0.713 -1.913 -0.04 -0.05 0.00
H 6.450 4.304 0.981 0.04 0.04 0.12
H 5.883 5.181 -0.441 -0.02 0.13 -0.02
H 7.544 4.572 -0.384 0.10 0.03 -0.02

(3)
57
Properties=species:S:1:pos:R:3:forces:R:3 method="wB97M-V/def2-TZVPD" de_lowest_kj_mol=102.0 smiles="Cc1cncc(C(=O)N[C@@H](C)CCNC(=O)[C@@H]2CCCN2Cc2nnn(C)n2)c1" total_charge=0 fmax_ev_per_a=2.9 total_energy_ev=-36173.2828
C 2.274 -1.556 -4.078 0.05 0.30 0.22
C 1.985 -0.071 -3.959 0.17 -0.28 0.14
C 2.636 0.860 -4.772 -0.83 1.21 0.79
N 2.435 2.197 -4.669 -0.64 -0.59 0.74
C 1.562 2.638 -3.727 0.70 -0.82 -0.64
C 0.856 1.781 -2.872 0.25 -0.55 -0.41
C -0.070 2.347 -1.832 0.84 1.24 -0.07
O 0.180 3.418 -1.288 -0.09 -0.47 -0.08
N -1.156 1.616 -1.539 -0.60 -0.78 0.32
C -2.114 1.928 -0.474 -0.53 0.30 0.41
C -3.133 2.971 -0.960 -0.01 -0.02 0.15
C -2.815 0.652 0.057 0.49 -0.27 -0.10
C -1.934 -0.296 0.898 0.04 0.68 0.12
N -0.783 -0.762 0.139 -1.19 0.20 0.53
C 0.126 -1.689 0.461 1.10 -0.35 0.16
O 1.015 -1.906 -0.357 0.21 -0.52 0.29
C 0.087 -2.492 1.803 -0.20 0.87 -0.39
C -0.938 -3.647 1.720 -0.03 -0.19 0.23
C -1.685 -3.609 3.056 -0.07 -0.08 0.43
C -0.824 -2.722 3.943 -0.38 0.47 0.25
N -0.277 -1.733 3.025 0.20 0.26 -0.45
C 0.795 -0.917 3.632 -0.28 0.10 -0.36
C 1.086 0.373 2.881 -0.22 -1.51 0.83
N 0.347 1.463 3.024 0.44 2.15 -1.74
N 0.866 2.376 2.131 0.24 -2.69 1.12
N 1.881 1.724 1.567 -0.70 0.24 0.61
C 2.707 2.300 0.527 0.23 0.30 -0.26
N 2.076 0.484 2.019 -0.14 0.98 -0.77
C 1.087 0.401 -2.998 0.16 0.71 -0.48
H 1.566 -2.036 -4.753 0.03 -0.05 -0.03
H 3.287 -1.733 -4.441 -0.07 0.06 -0.15
H 2.206 -2.040 -3.102 -0.15 0.06 -0.04
H 3.345 0.544 -5.523 0.08 -0.04 -0.07
H 1.437 3.711 -3.658 -0.05 0.00 0.04
H -1.401 0.880 -2.179 -0.10 -0.03 -0.12
H -1.572 2.372 0.371 0.22 -0.08 -0.30
H -3.864 3.194 -0.182 0.03 -0.07 0.12
H -2.646 3.913 -1.215 0.12 -0.16 -0.07
H -3.692 2.617 -1.827 0.05 -0.09 -0.10
H -3.656 0.948 0.685 0.08 0.15 0.01
H -3.256 0.097 -0.772 -0.04 -0.07 -0.25
H -1.573 0.245 1.772 -0.17 0.06 0.13
H -2.522 -1.138 1.272 -0.02 0.02 -0.15
H -0.574 -0.255 -0.702 0.14 -0.07 0.03
H 1.094 -2.902 1.916 0.15 -0.01 -0.20
H -1.640 -3.565 0.888 0.23 0.09 -0.07
H -0.411 -4.598 1.629 0.00 0.11 -0.21
H -2.681 -3.175 2.953 0.06 0.08 -0.06
H -1.816 -4.601 3.488 0.00 0.01 -0.04
H -1.401 -2.214 4.719 -0.07 0.00 -0.02
H -0.046 -3.276 4.477 0.29 -0.32 -0.12
H 0.497 -0.637 4.645 -0.22 -0.05 -0.11
H 1.707 -1.507 3.737 0.31 -0.01 -0.14
H 2.662 1.663 -0.357 0.02 0.00 0.09
H 2.343 3.295 0.267 -0.17 -0.23 0.17
H 3.734 2.372 0.881 -0.03 -0.10 0.00
H 0.604 -0.309 -2.343 0.06 -0.14 0.08

(4)
72
Properties=species:S:1:pos:R:3:forces:R:3 method="wB97M-V/def2-TZVPD" total_charge=+2 fmax_ev_per_a=4.2 total_energy_ev=-219576.3846
C -0.016 -1.903 1.980 2.30 -2.31 0.68
C -0.639 -0.923 1.748 -1.89 3.09 -0.46
Ga -1.857 0.621 1.095 0.45 -1.36 -2.37
C -3.733 0.064 1.551 1.17 -1.66 0.43
C -1.591 0.760 -0.917 -0.17 0.69 0.24
C -1.093 2.160 -1.396 0.85 -1.21 -0.15
C 0.367 2.359 -0.913 -0.61 0.93 0.29
C 0.868 3.844 -1.008 0.81 -1.45 0.46
O 1.940 3.902 -1.954 -0.46 0.54 0.02
N -1.378 2.283 1.997 -1.88 -0.78 1.79
C -1.401 2.137 3.348 2.35 3.29 -1.11
C -0.713 3.222 4.194 0.13 -0.23 -0.97
O -1.981 1.180 3.890 -2.54 -0.13 -0.81
C -2.151 3.439 1.636 0.60 0.49 -0.34
C -3.679 3.526 1.825 0.40 -0.76 0.08
O -1.596 4.384 1.214 0.47 1.60 -0.79
H 0.577 -2.715 2.321 -1.27 -0.97 1.10
H -4.269 -0.230 0.633 -0.43 0.90 0.55
H -4.225 0.868 2.123 -1.25 0.67 0.40
H -3.693 -0.867 2.149 -0.08 0.57 0.08
H -2.505 0.510 -1.486 0.26 -0.10 0.44
H -0.831 0.010 -1.197 -0.30 0.24 0.04
H -1.768 2.986 -1.128 0.25 -0.18 0.14
H -1.054 2.105 -2.495 -0.17 0.29 0.36
H 1.036 1.714 -1.508 -0.30 0.30 0.12
H 0.489 2.029 0.139 -0.20 0.05 -0.32
H 0.076 4.553 -1.269 0.30 -0.19 -0.23
H 1.269 4.105 -0.013 -0.31 0.29 -0.29
H 2.659 3.400 -1.562 0.14 0.06 -0.11
H -1.444 4.020 4.422 0.15 -0.43 0.27
H -0.238 2.811 5.090 -0.48 0.08 -0.04
H 0.054 3.708 3.570 -0.29 -0.24 0.24
H -4.258 2.856 1.173 0.28 0.13 0.20
H -3.970 4.568 1.623 -0.02 -0.38 0.43
H -3.921 3.308 2.919 -0.18 0.11 -0.15
Be 1.999 -2.912 1.830 1.10 1.54 -2.95
Cl 1.975 -1.762 -0.466 0.74 -1.42 2.01
Cl -2.714 0.260 5.965 -0.98 -1.61 1.31
C 5.022 -1.989 -3.268 -0.16 0.14 0.40
C 4.869 -3.398 -2.739 0.75 0.35 -1.01
O 4.490 -3.378 -1.328 0.62 0.77 2.71
H 5.783 -1.445 -2.703 0.10 -0.04 -0.12
H 5.307 -2.000 -4.319 0.00 -0.05 0.02
H 4.088 -1.432 -3.164 -0.02 -0.04 -0.13
H 5.807 -3.943 -2.823 -0.09 -0.13 0.25
H 4.103 -3.944 -3.287 -0.10 -0.09 0.33
H 3.624 -2.892 -1.245 -0.03 -0.11 0.06
Li -3.945 -1.492 7.030 0.21 0.57 -0.06
N 5.569 -6.271 4.014 0.00 0.82 -0.60
S 5.226 -5.559 2.681 -0.89 -1.95 -1.14
O 6.315 -5.167 1.823 0.19 1.46 -0.50
O 4.093 -4.656 2.674 -0.70 1.26 -0.08
F 4.646 -6.785 1.888 -0.01 -0.01 0.41
S 6.267 -5.302 5.068 1.87 1.30 2.03
O 6.870 -5.995 6.139 -0.50 -1.01 -0.11
O 5.559 -4.106 5.392 -0.71 -0.15 -0.79
F 7.528 -4.763 4.264 -0.27 -0.09 -0.39
Be -3.664 1.521 3.662 2.42 -1.82 0.63
C -3.504 1.772 -4.826 -0.04 0.03 0.01
C -4.485 1.866 -5.719 0.04 0.09 0.12
C -4.794 0.746 -6.643 -0.03 -0.01 -0.07
O -5.684 0.830 -7.456 -0.06 0.01 -0.02
C -3.968 -0.482 -6.528 0.09 -0.10 0.05
C -2.988 -0.574 -5.634 -0.04 -0.03 -0.03
C -2.681 0.545 -4.713 0.05 -0.03 -0.06
O -1.786 0.461 -3.893 -0.07 -0.11 -0.17
H -3.263 2.579 -4.145 0.04 -0.01 -0.01
H -5.097 2.754 -5.816 -0.02 -0.02 -0.05
H -4.208 -1.289 -7.209 -0.03 0.03 -0.03
H -2.375 -1.460 -5.536 0.03 0.02 0.02
Br -4.643 1.804 6.946 -0.30 0.23 -0.68
Be 5.331 -2.936 0.289 -1.28 -1.73 -1.58